93
Properties=species:S:1:pos:R:3:forces:R:3 method="wB97M-V/def2-TZVPD" gap_ev="5.92 / 5.03" e_homo_ev="-5.567 / -5.567" spin_multiplicity=2 charge=-1
K -0.3543 0.0662 0.2419 -0.2 -0.4 1.0
C 4.9416 -4.2511 -4.4167 0.0 0.0 0.0
C 4.8976 -2.8241 -3.8626 0.0 0.0 0.0
C 6.2075 -2.5549 -3.1003 0.0 0.0 0.0
C 4.7898 -1.8486 -5.0459 0.0 0.0 0.0
C 3.7285 -2.6092 -2.9014 -0.2 -0.3 0.1
C 3.4845 -1.3528 -2.4006 -0.2 -0.1 0.0
C 2.4673 -1.1513 -1.4541 0.2 -0.2 0.2
N 2.1514 0.0065 -0.8498 -0.1 0.5 -0.2
C 2.8279 1.1089 -0.6808 0.0 -0.5 0.0
C 4.2368 1.3050 -0.7981 -0.1 0.1 0.1
C 4.7629 2.5345 -0.5710 0.1 0.1 0.1
C 3.8942 3.6662 -0.2179 0.2 0.0 0.0
C 2.5718 3.5964 -0.0102 0.0 -0.2 0.0
C 1.9588 2.2604 -0.1860 0.8 0.6 -0.1
O 0.7962 2.0373 0.0395 -0.3 1.1 0.0
C 1.7343 4.7786 0.4768 -0.1 -0.2 0.0
C 0.6189 5.0936 -0.5373 0.1 0.0 0.0
C 2.5942 6.0310 0.6539 0.1 0.1 0.0
C 1.1230 4.4357 1.8508 -0.1 0.1 0.0
C 6.2500 2.8107 -0.6197 0.2 0.4 0.1
C 6.5157 3.9062 -1.6655 -0.1 0.0 -0.3
C 6.6954 3.2909 0.7773 2.0 1.9 -3.3
C 7.0565 1.5696 -1.0010 0.0 0.0 0.0
C 1.5562 -2.2746 -1.0738 0.7 -0.1 -0.4
O 0.6223 -2.0472 -0.3076 0.0 -0.9 0.1
C 1.8419 -3.6078 -1.6320 -0.1 0.3 0.0
C 2.8977 -3.7124 -2.4785 0.3 0.2 -0.2
C 0.9316 -4.7898 -1.3032 -0.1 0.2 0.1
C 0.8730 -5.0175 0.2193 0.0 0.0 0.0
C -0.4844 -4.4957 -1.8400 0.0 0.0 0.0
C 1.4282 -6.0849 -1.9493 0.0 0.0 0.0
H 5.7708 -4.3344 -5.1235 0.0 0.0 0.0
H 4.0203 -4.5078 -4.9499 0.1 0.0 0.0
H 5.1047 -4.9918 -3.6276 0.0 0.1 -0.1
H 7.0674 -2.7371 -3.7540 -0.1 0.0 0.1
H 6.2936 -3.2090 -2.2271 0.0 0.0 -0.1
H 6.2580 -1.5187 -2.7506 0.0 -0.1 0.0
H 5.6147 -2.0233 -5.7433 -0.1 0.0 0.0
H 4.8426 -0.8053 -4.7247 0.0 -0.1 0.0
H 3.8476 -1.9886 -5.5842 0.1 0.0 0.0
H 4.0455 -0.4963 -2.7487 0.1 0.0 0.1
H 4.8679 0.4455 -0.9682 0.0 0.0 -0.1
H 4.3835 4.6143 -0.0461 0.1 -0.1 0.0
H 1.0443 5.3903 -1.5032 0.0 0.0 0.1
H 0.0220 5.9292 -0.1596 0.0 0.0 0.0
H -0.0479 4.2482 -0.7011 0.0 0.0 0.0
H 3.0684 6.3401 -0.2870 -0.1 0.0 0.1
H 3.3643 5.8853 1.4201 -0.1 0.0 -0.2
H 1.9495 6.8491 0.9855 0.0 0.0 0.0
H 0.4734 3.5613 1.7985 0.0 0.1 0.0
H 0.5210 5.2867 2.1902 0.1 -0.1 0.0
H 1.9085 4.2516 2.5877 0.0 0.1 -0.2
H 6.0167 4.8455 -1.4127 0.1 -0.1 0.0
H 6.1735 3.5958 -2.6590 0.0 0.1 0.0
H 7.5904 4.1030 -1.7174 -0.1 0.0 0.0
H 6.1888 4.2137 1.0738 0.0 -0.1 0.0
H 7.7736 3.4853 0.7658 0.1 0.3 -0.4
H 6.4755 2.5500 1.5518 1.7 1.3 -2.5
H 6.7594 1.1782 -1.9816 0.0 0.0 0.0
H 6.9495 0.7755 -0.2556 0.0 0.1 0.0
H 8.1155 1.8337 -1.0529 -0.1 0.0 0.0
H 3.1171 -4.6845 -2.8953 0.0 0.1 0.0
H 0.4456 -4.1590 0.7347 0.0 0.0 -0.1
H 1.8734 -5.2075 0.6231 -0.1 0.0 0.0
H 0.2491 -5.8918 0.4293 0.0 0.1 0.0
H -0.9117 -3.6005 -1.3895 0.0 0.0 0.0
H -1.1436 -5.3402 -1.6136 0.1 0.1 0.0
H -0.4667 -4.3583 -2.9257 0.0 0.0 0.1
H 2.4315 -6.3572 -1.6021 -0.1 0.0 0.0
H 1.4396 -6.0212 -3.0424 0.0 0.0 0.1
H 0.7486 -6.8954 -1.6745 0.0 0.0 0.0
Cl -3.5069 -0.6867 -3.5621 0.0 0.0 0.0
Ge -2.0864 0.5272 -2.2866 -0.2 0.1 -0.5
Cl -3.0013 -0.0560 -0.2213 -1.2 -0.1 -0.1
Cl -3.1053 2.5329 -2.4621 0.0 0.0 0.0
N 0.1268 -0.9250 2.8362 0.4 0.3 0.1
C 1.2618 -0.1056 3.0956 -0.5 -0.4 -0.2
C 2.4394 -0.3800 2.4118 0.1 -0.2 -0.2
C 3.5263 0.4788 2.4942 0.0 0.0 -0.1
C 3.4548 1.6253 3.2650 -0.3 0.0 0.2
C 2.2844 1.8800 3.9951 0.1 -0.1 -0.2
C 1.1867 1.0239 3.9107 0.4 0.3 -0.1
S 4.8431 2.7607 3.2920 -1.0 0.6 1.2
O 5.8480 2.1228 2.4451 -3.3 -3.8 5.6
O 5.2231 2.8873 4.6863 0.0 -0.1 -0.3
O 4.3239 4.0004 2.7133 0.2 -0.4 0.1
H -0.5928 -0.9581 3.5373 0.1 0.1 0.2
H 0.3561 -1.8429 2.4870 0.0 -0.1 0.0
H 2.4772 -1.2551 1.7632 0.0 0.1 0.1
H 4.4429 0.2856 1.9444 -0.1 -0.1 0.1
H 2.2351 2.7784 4.6013 0.0 -0.1 0.0
H 0.2574 1.2598 4.4197 0.1 0.0 0.1

92
Properties=species:S:1:pos:R:3:forces:R:3 method="wB97M-V/def2-TZVPD" gap_ev="5.37 / 5.22" e_homo_ev="-12.288 / -12.288" spin_multiplicity=3 charge=+2
P 1.1224 0.8259 -3.1482 -3.2 1.1 -1.9
C 2.2005 0.1275 -4.4727 1.4 -1.8 0.3
C 1.7388 -0.3485 -5.7222 -0.2 -0.2 -0.1
H 0.6765 -0.3101 -5.9324 0.1 0.0 -0.1
C 2.6167 -0.8585 -6.7117 0.1 0.6 0.8
H 2.2371 -1.1332 -7.7021 0.0 0.0 0.6
C 3.9937 -0.9369 -6.4445 -0.4 0.6 0.6
H 4.6945 -1.2562 -7.2173 -0.3 -0.1 0.3
C 4.4734 -0.5157 -5.1885 -0.1 0.3 0.0
H 5.5581 -0.5382 -4.9735 -0.8 -0.1 -0.1
C 3.5830 0.0014 -4.2298 0.2 0.0 0.3
H 3.9495 0.3270 -3.2464 0.2 -0.1 -0.5
C -0.5110 0.5059 -3.8503 -1.4 0.0 -0.1
C -1.0891 -0.7479 -3.6033 -0.1 -0.2 0.1
H -0.5215 -1.4543 -2.9826 -0.4 0.1 -0.3
C -2.3385 -1.0950 -4.1331 0.2 -0.2 0.0
H -2.7328 -2.1114 -3.9647 0.2 0.7 -0.1
C -3.0473 -0.1778 -4.9239 0.5 0.0 0.0
H -3.9834 -0.4799 -5.3981 0.2 0.2 0.2
C -2.5070 1.0947 -5.1556 0.4 -0.3 0.2
H -3.0297 1.7994 -5.8105 0.2 -0.2 0.4
C -1.2550 1.4350 -4.6060 -0.1 -0.3 -0.1
H -0.8469 2.4212 -4.7888 0.0 0.0 -0.1
C 1.3432 2.6053 -3.5352 0.7 1.4 1.0
C 1.9368 3.1243 -4.7126 0.0 0.0 -0.1
H 2.3557 2.4374 -5.4391 0.0 0.1 0.0
C 1.9856 4.5139 -4.9818 -0.5 -0.5 0.6
H 2.3857 4.8857 -5.9319 -0.1 -0.3 0.5
C 1.4626 5.4207 -4.0446 -0.2 -0.9 0.1
H 1.4370 6.4866 -4.2590 0.1 -0.2 0.1
C 0.9245 4.9279 -2.8414 -0.1 -0.1 -0.1
H 0.4983 5.6291 -2.1043 0.4 -0.5 -0.4
C 0.8851 3.5451 -2.5947 -0.1 0.1 0.2
H 0.5041 3.1526 -1.6426 0.0 0.4 -0.2
W 0.9068 -0.9519 1.5678 2.5 1.7 -3.0
C -1.0292 -0.4976 2.1857 0.0 -0.2 0.4
C -1.8961 0.1035 1.3520 -0.4 -0.4 1.1
H -1.2309 -0.8003 3.2182 -0.6 0.3 -0.1
C -1.4263 0.3184 -0.0600 -2.2 2.3 -0.6
O -1.6871 1.8155 -0.3228 0.6 -2.0 -0.5
H -1.5328 2.0505 -1.2674 -0.2 -0.6 0.8
C -0.0031 -0.0680 -0.1119 3.7 0.7 -3.1
H -2.0691 -0.3013 -0.7306 0.5 0.5 0.0
C 0.9169 0.1707 -1.1810 3.6 0.4 -1.9
Cl 3.1768 -1.4595 1.1310 -0.2 0.0 0.0
P 1.5072 0.6067 3.2461 -0.3 1.5 2.5
P 0.3022 -3.1482 1.7686 -1.3 -3.1 1.2
C 2.8437 0.0774 4.3139 0.7 -0.2 0.0
H 3.6855 -0.2715 3.6942 -0.2 0.2 0.3
H 2.5084 -0.7387 5.0020 -0.1 0.4 -0.2
H 3.1472 0.9527 4.9190 -0.1 -0.4 -0.2
C 2.0390 2.1366 2.3950 0.0 -0.3 -0.4
H 1.2244 2.5308 1.7770 0.1 0.0 0.1
H 2.8961 1.9215 1.7485 -0.1 0.1 0.1
H 2.3159 2.8815 3.1512 0.0 -0.2 -0.1
C 0.2194 1.1734 4.4141 0.2 -0.3 -0.3
H -0.1187 0.2983 4.9778 0.1 0.0 0.1
H -0.6186 1.6062 3.8701 0.0 0.1 0.0
H 0.6633 1.9113 5.0832 0.0 0.0 0.0
C 1.1591 -3.9100 3.1719 0.1 0.1 0.0
H 0.7847 -3.4644 4.1046 0.0 -0.1 -0.2
H 2.2342 -3.7279 3.0920 -0.1 -0.1 0.0
H 0.9466 -4.9836 3.1447 0.1 0.1 0.1
C -1.4557 -3.5535 2.0525 0.2 0.1 -0.2
H -2.0967 -2.9964 1.3676 0.1 -0.1 -0.1
H -1.7151 -3.2784 3.0760 0.1 -0.1 0.1
H -1.5995 -4.6256 1.8991 0.0 0.1 0.1
C 0.7794 -4.0837 0.2811 0.1 0.2 -0.2
H 1.8552 -3.9856 0.1046 -0.2 -0.1 0.1
H 0.2457 -3.6994 -0.5959 0.1 -0.1 0.1
H 0.5178 -5.1375 0.4379 0.0 0.2 0.0
P -3.5274 0.5609 2.0146 1.2 -0.4 -0.5
C -3.7806 -0.2832 3.5764 -0.3 -0.2 0.5
C -4.7519 0.0594 0.8236 -0.7 -0.1 -0.4
H -3.0609 0.0459 4.3454 -0.2 -0.1 -0.4
H -3.6876 -1.3771 3.4650 0.0 0.5 -0.1
H -4.7982 -0.0669 3.9531 0.4 0.0 -0.2
H -4.4320 0.3633 -0.1893 -0.2 0.0 0.5
H -5.7185 0.5363 1.0582 0.3 -0.2 -0.2
H -4.8847 -1.0374 0.8474 0.1 0.5 0.0
C -3.5138 2.3238 2.2494 -0.3 0.8 0.0
H -3.0652 2.5781 3.2258 -0.2 -0.2 -0.4
H -4.5475 2.7118 2.2195 0.4 -0.1 0.1
H -2.9188 2.7820 1.4383 -0.4 -0.2 0.4
H 2.2498 0.1045 -1.4832 -3.7 -0.9 3.4
Cl 0.8848 -2.0965 9.1280 -0.4 -0.2 -0.5
C 0.0029 -2.7462 7.7237 0.1 0.5 -0.8
Cl 0.4012 -4.4868 7.5333 -0.2 0.4 0.0
Cl -1.7372 -2.5107 7.9372 0.0 -0.2 0.2
C 0.4548 -2.0244 6.3373 3.3 0.0 1.7
O 1.7058 -1.7445 6.3790 -2.7 -0.5 -0.8
O -0.3727 -1.8674 5.4331 -0.3 0.0 -0.6